No. 1
Below is the ion C22H13F3N3O8S with charge -1 at a distorted geometry, with properties calculated with ωB97M-V/def2-TZVPD.

Geometry as XYZ:
```
50
Properties=species:S:1:pos:R:3:nbo_charge:R:1
C -0.35854 5.52935 -1.60440 -0.2095
C 0.02391 4.95166 -0.39259 -0.2126
C -0.30870 3.62617 -0.07683 -0.2134
C -0.98907 2.82836 -1.02971 -0.0736
C -1.46353 1.39945 -0.81663 0.5644
C -0.49241 0.44824 -0.09457 -0.4316
C -1.26484 -0.59649 0.74588 0.5694
C -0.82771 -0.85208 2.19095 -0.0751
C -0.10939 0.02524 3.04603 -0.1951
C 0.21569 -0.37196 4.35224 -0.2285
C -0.20224 -1.59149 4.87740 -0.1901
C -0.92728 -2.45355 4.04901 -0.2224
C -1.23862 -2.07691 2.74199 -0.1732
O -2.21882 -1.25167 0.32187 -0.5189
O -2.57487 1.09757 -1.24198 -0.5108
C -1.37744 3.42789 -2.23523 -0.1770
C -1.04831 4.74527 -2.53600 -0.2222
H -0.13611 6.57933 -1.82562 0.2096
H 0.57424 5.55290 0.33300 0.2087
H -0.05591 3.22367 0.90576 0.2146
H 0.16763 1.07145 0.58333 0.2690
H 0.18637 1.01864 2.70486 0.2077
H 0.80613 0.30221 4.97562 0.2074
H 0.01780 -1.86808 5.91407 0.2072
H -1.26736 -3.41572 4.41439 0.2121
H -1.81884 -2.76060 2.12200 0.2429
H -1.94662 2.83388 -2.95088 0.2455
H -1.35215 5.15278 -3.49441 0.2110
O 2.54826 -1.32697 1.66273 -0.9147
S 2.48298 -0.54236 0.45691 2.0937
O 2.32051 0.89786 0.47829 -0.9423
C 4.06417 -0.84678 -0.48359 0.7371
F 5.08114 -0.32782 0.22431 -0.3151
F 4.28598 -2.16126 -0.66851 -0.3099
F 4.01358 -0.23894 -1.68567 -0.3146
C 1.16137 -1.22726 -0.50991 -0.4838
C 0.29316 -0.29474 -1.28150 -0.2680
C -0.47496 -1.00519 -2.29824 0.0732
N -1.10268 -0.48560 -3.41775 0.3952
O -1.10813 0.57443 -3.99475 -0.4261
O -1.91608 -1.61037 -3.88770 -0.1941
N -1.65924 -2.74851 -3.17046 -0.0916
C -0.72656 -2.37617 -2.23658 0.0999
C -0.12272 -3.18970 -1.22667 -0.1129
N -0.59562 -4.49757 -0.85423 0.5082
O -1.38048 -5.13612 -1.58013 -0.4139
O -0.15838 -4.92410 0.24386 -0.4775
C 0.88224 -2.57312 -0.43026 -0.0882
H 0.74262 0.64529 -1.65469 0.2593
H 1.35584 -3.18054 0.33496 0.2705
```

Calculated values
**Structure (SMILES)**: O=C(c1ccccc1)C(C(=O)c1ccccc1)[C@H]1C(S(=O)(=O)C(F)(F)F)=CC(=[N+]([O-])[O-])c2no[n+]([O-])c21
**Total charge**: -1
**E_HOMO**: -0.17401 Ha
**Gap between HOMO and LUMO**: 7.1 eV

***

No. 2
Below is a cluster of 3 separate species, C27H55Br2IN3O7P4S2 in total at a distorted geometry, with properties calculated with ωB97M-V/def2-TZVPD.

Geometry as XYZ:
```
101
Properties=species:S:1:pos:R:3:mulliken_charge:R:1
C 2.29368 3.55205 -1.46786 -0.3427
C 2.21799 2.44383 -0.98945 -1.1366
C 2.08371 1.06991 -0.52974 -0.1817
C 1.05023 0.24772 -1.31798 -1.2380
C 1.46886 -1.17706 -1.96326 0.6531
P 2.31710 -0.70534 -3.58537 -0.1827
S 3.50179 0.81740 -3.58522 -0.2012
P 2.82275 -2.19296 -1.03727 0.4695
O 2.92031 -1.43334 0.41988 -0.4045
Br 4.87326 -1.85943 -1.87184 -0.1927
C 0.05947 -1.94379 -2.09222 2.1103
C -0.00093 -2.55482 -3.51692 -2.0092
C -1.22662 -3.40373 -3.91818 -1.8261
C -0.82268 -4.62141 -4.80062 -1.2490
I -2.09605 -4.86143 -6.50443 0.0898
C -0.09470 -3.23778 -1.21819 -1.4897
Br 0.24660 -3.09053 0.71810 0.0655
C 0.71148 -4.47784 -1.73772 -0.0760
C 1.14034 -5.52286 -0.70601 -1.8846
N -0.96377 -0.84151 -1.83847 0.5341
S -1.43109 0.09459 -3.33857 -0.2491
P -2.73028 -1.37046 -1.65318 0.1472
N -3.11253 -2.21087 -0.40389 -0.7046
C -0.44365 0.28101 -0.86953 1.1357
C -0.78588 1.79773 -1.15472 -2.0939
C -2.21589 2.33709 -1.04959 -0.1018
C -2.15290 3.79967 -1.60960 -0.7574
C -2.19390 3.87304 -3.12481 -0.5475
N -3.54909 3.52645 -3.60076 -0.6579
P -0.81056 0.13215 0.93699 0.7517
C 0.50599 -0.10691 2.14677 -0.9482
C -2.52101 0.17130 1.54013 -1.2511
H 2.58626 4.38965 -2.03813 0.4280
H 3.05672 0.62634 -0.71408 0.7125
H 1.96133 1.10488 0.54860 0.0604
H 1.05473 0.82326 -2.24627 0.6077
H 2.87295 -1.91724 -4.05688 0.2307
H 1.35485 -0.39183 -4.57428 0.1877
H 3.64384 -1.86977 0.89037 0.3824
H 0.91829 -3.06838 -3.75645 0.9220
H -0.01321 -1.79103 -4.28691 0.5523
H -1.83516 -3.80454 -3.11071 0.3758
H -1.90532 -2.83115 -4.54183 0.8227
H -0.97781 -5.51691 -4.21359 0.5028
H 0.22939 -4.61924 -5.06235 0.4897
H -1.11911 -3.57785 -1.22999 1.0970
H 1.59854 -4.24200 -2.31141 0.2227
H 0.06071 -5.03040 -2.40922 -0.0004
H 2.01405 -5.23570 -0.13509 0.3577
H 1.44647 -6.38749 -1.29709 0.5021
H 0.32084 -5.88062 -0.09614 0.4060
H -0.29719 0.46197 -3.97254 0.1996
H -3.50103 -0.18283 -1.67062 0.1578
H -3.14882 -2.02383 -2.83040 0.1555
H -2.29482 -2.36554 0.18752 0.2213
H -0.34533 2.23735 -2.04902 0.6706
H -0.26854 2.30972 -0.35608 0.6833
H -2.93136 1.85626 -1.70932 -0.2665
H -2.58432 2.46895 -0.04037 0.3124
H -1.24237 4.24868 -1.20851 -0.0088
H -2.96542 4.35151 -1.15024 0.7135
H -2.02601 4.91274 -3.39108 0.5634
H -1.39827 3.27854 -3.58421 0.1385
H -3.61080 2.51797 -3.67275 0.2102
H -3.63959 3.90318 -4.53549 0.2683
H 0.86895 0.85012 2.51761 0.5671
H 1.37810 -0.67496 1.83883 0.2125
H 0.09760 -0.60918 3.01824 0.0544
H -2.84241 -0.74338 2.03024 0.3439
H -2.69591 0.99213 2.23257 0.3893
H -3.20033 0.32306 0.71036 0.4145
C 2.38044 9.89606 2.08651 -1.0876
C 2.89708 8.68379 2.83159 -0.1877
O 1.86891 7.69623 3.01456 -0.3875
C 1.58115 6.96343 1.94654 0.7143
O 2.10495 7.03583 0.86548 -0.5579
O 0.59289 6.12354 2.27377 -0.3751
C 0.13019 5.33285 1.18386 -0.6227
H 1.49828 10.30162 2.58354 0.2943
H 3.14700 10.66893 2.03830 0.3563
H 2.08956 9.63800 1.06889 0.3085
H 3.21323 8.97218 3.83201 0.2937
H 3.75870 8.24177 2.33172 0.3127
H 0.95203 4.80534 0.70127 0.2494
H -0.39363 5.96045 0.46253 0.3138
H -0.56975 4.60242 1.58619 0.3527
C -1.68057 -6.71468 6.50525 -1.0852
C -0.80524 -5.80104 7.33616 -0.1739
O 0.26495 -5.23931 6.55659 -0.3843
C -0.07443 -4.24331 5.75135 0.7192
O -1.16938 -3.76162 5.62519 -0.5624
O 1.02084 -3.85838 5.08185 -0.4122
C 0.77199 -2.84399 4.11856 -0.5106
H -1.07655 -7.48007 6.01597 0.2928
H -2.42777 -7.19993 7.13228 0.3574
H -2.19773 -6.15996 5.72301 0.3067
H -0.32683 -6.36964 8.13073 0.2931
H -1.38474 -5.00721 7.80645 0.3091
H 0.26478 -1.99339 4.56736 0.3825
H 0.17977 -3.25099 3.29324 0.0381
H 1.73728 -2.51761 3.73666 0.3612
```

Calculated values
**Total charge**: +1
**E_HOMO**: -0.36156 Ha
**Gap between HOMO and LUMO**: 6.0 eV

***

No. 3
Below is a cluster of 2 separate species, C6H12O in total, with properties calculated with ωB97M-V/def2-TZVPD.

Geometry as XYZ:
```
19
Properties=species:S:1:pos:R:3:nbo_charge:R:1
C 2.02241 -0.62616 -0.58740 -0.2581
O 1.30335 -0.42310 0.60975 -0.5065
C 1.13075 0.87580 0.95116 0.1682
C 1.30678 1.94792 0.18118 -0.5594
C -1.94511 0.76399 -0.12824 -0.4025
C -1.93310 -0.42447 0.46405 -0.1714
C -1.56117 -1.71888 -0.19657 -0.6483
H 3.01584 -0.16850 -0.49365 0.1842
H 1.50881 -0.18538 -1.45075 0.1736
H 2.11478 -1.70352 -0.73100 0.1970
H 0.81834 0.95201 1.98927 0.1879
H 1.15654 2.93227 0.60703 0.2151
H 1.55274 1.89380 -0.87409 0.2022
H -1.65947 0.88512 -1.17244 0.1866
H -2.21681 1.66955 0.40847 0.1986
H -2.21219 -0.49220 1.51678 0.1904
H -2.43208 -2.38339 -0.25327 0.2151
H -1.18733 -1.55586 -1.21360 0.2054
H -0.78310 -2.23897 0.37332 0.2219
```

Calculated values
**ΔE to the lowest compared entry with this formula, charge and spin**: 215.9 kJ/mol
**Structure (SMILES)**: C=COC.C=CC
**Total charge**: 0
**E_HOMO**: -0.32372 Ha
**Gap between HOMO and LUMO**: 9.8 eV

***

No. 4
Below is a structure of composition C22H35NO4P2Pt at a distorted geometry, with properties calculated with ωB97M-V/def2-TZVPD.

Geometry as XYZ:
```
65
Properties=species:S:1:pos:R:3:nbo_charge:R:1
P -0.41312 -2.16366 -2.44716 1.6491
P 0.34510 1.35500 -2.63890 1.5926
C -0.64727 -1.10097 -3.90434 -0.7735
C 0.36794 0.05692 -4.02124 -0.7742
H -1.68155 -0.72746 -3.95750 0.2409
H -0.54469 -1.69907 -4.82454 0.2376
H 1.36829 -0.37603 -4.09419 0.2162
H 0.22614 0.60818 -4.96829 0.2407
C -0.73738 2.43331 -3.75882 -0.9897
H -1.18774 3.29192 -3.23330 0.2321
H -1.56138 1.83533 -4.19768 0.2100
H -0.12266 2.83806 -4.58579 0.2253
C 1.97285 2.17735 -2.89541 -0.9653
H 2.10499 2.54164 -3.91941 0.2402
H 2.80686 1.49910 -2.70769 0.2374
H 2.08285 3.02095 -2.20734 0.2505
C -1.61284 -3.46969 -2.57056 -1.0109
H -1.57299 -4.14785 -1.71446 0.2815
H -1.50119 -4.14056 -3.43177 0.2733
H -2.65095 -3.12103 -2.63764 0.2677
C 1.14632 -2.98570 -2.99831 -0.9375
H 1.99108 -2.30333 -2.97090 0.2602
H 1.01515 -3.36945 -4.01110 0.2425
H 1.30045 -3.84655 -2.36211 0.2651
Pt 1.29102 -2.15075 0.59842 0.2752
C -0.34268 2.41990 -1.06536 -0.5713
C -1.60679 1.91819 -0.77406 -0.1038
C -2.25688 0.91706 -1.58692 -0.4825
C -1.92108 -0.48786 -1.03573 -0.4254
C -0.50834 -0.94757 -1.15107 -0.6324
C 0.72469 0.07995 -1.25644 -0.5738
C 1.38223 0.89519 -0.05889 -0.4588
C 0.60439 2.23971 0.10197 -0.4005
C 1.29472 -3.65115 1.85188 -0.8583
H -0.30232 3.46168 -1.49076 0.2173
H -2.00007 2.04025 0.21148 0.1890
H -2.08105 0.97957 -2.68962 0.2049
H -3.34467 1.10043 -1.42998 0.2374
H -2.24491 -0.49260 -0.01765 0.2693
H -2.61898 -1.24483 -1.43757 0.1964
H -0.37185 -1.67573 -0.19808 0.2918
H 1.48424 -0.31913 -1.90680 0.2232
H 2.31090 1.37546 -0.43541 0.2124
H 1.61632 0.42470 0.90921 0.2919
H 0.06388 2.25708 1.05695 0.2104
H 1.24157 3.12838 0.12312 0.1982
H 2.10845 -3.25747 2.46400 0.2038
H 1.57343 -4.45452 1.14731 0.2004
H 0.35391 -3.58273 2.42501 0.2088
O -1.17384 -0.47133 2.10103 -0.6957
C -0.08403 -0.36115 2.68296 0.7695
O 1.07730 -0.75809 2.22188 -0.8058
C 0.01372 0.24853 4.06384 -0.1134
C 1.21888 0.69967 4.64727 -0.1724
C 1.31090 1.04447 5.99491 -0.1878
C 0.11141 1.17268 6.74835 0.0198
C -1.11239 0.70477 6.19600 -0.1813
C -1.15456 0.38728 4.82688 -0.1728
N 0.17485 1.64805 8.10916 0.4964
O 1.29451 1.94913 8.60778 -0.3819
O -0.88688 1.63141 8.78420 -0.3795
H 2.13996 0.65379 4.07028 0.2359
H 2.24278 1.39014 6.45828 0.2488
H -2.02030 0.77746 6.80358 0.2468
H -2.09673 0.10358 4.38705 0.2379
```

Calculated values
**ΔE to the lowest compared entry with this formula, charge and spin**: 0.0 kJ/mol
**Multiplicity**: 3
**Total charge**: 0
**E_HOMO (spin up / spin down)**: -0.23539 / -0.26006 Ha
**Gap between HOMO and LUMO (spin up / spin down)**: 5.9 / 6.6 eV

***

No. 5
Below is a cluster of 2 separate species, C10H13O3 in total at a distorted geometry, with properties calculated with ωB97M-V/def2-TZVPD.

Geometry as XYZ:
```
26
Properties=species:S:1:pos:R:3:nbo_charge:R:1
C -0.41093 -2.94286 -2.32203 -0.4755
C -0.57959 -4.27774 -1.69152 -0.6161
C -1.22850 -1.83800 -1.40181 0.7759
O -2.20590 -1.28668 -2.02252 -0.7775
O -0.93488 -1.51371 -0.23634 -0.7377
H 0.66148 -2.72531 -2.21425 0.1903
H -0.70990 -2.70931 -3.18889 0.2011
H -0.01061 -5.07845 -2.25265 0.2026
H -1.66005 -4.48738 -1.38287 0.2152
H 0.05828 -4.41293 -0.81852 0.2123
C 1.63347 2.17114 3.17416 -0.6523
C -0.39148 1.82265 -0.46857 0.3894
C -0.70787 1.02799 0.54202 -0.1735
C 0.59854 2.82134 -0.30484 -0.2140
C -0.29795 1.30599 1.85397 -0.2086
C 1.04710 3.05383 0.97718 -0.1785
C 0.63181 2.28287 2.05943 0.0976
O -0.95421 1.70209 -1.71715 -0.5569
H -1.49543 0.84721 -1.74080 0.5479
H -1.30711 0.11480 0.38304 0.3218
H 0.99015 3.36255 -1.19086 0.2489
H -0.52883 0.50051 2.52232 0.2409
H 1.91463 3.70870 1.09173 0.2263
H 1.73006 1.22694 3.71633 0.2436
H 1.51868 3.02507 3.89735 0.2443
H 2.63905 2.29870 2.73609 0.2324
```

Calculated values
**ΔE to the lowest compared entry with this formula, charge and spin**: 336.7 kJ/mol
**Multiplicity**: 2
**Total charge**: 0
**E_HOMO (spin up / spin down)**: -0.30261 / -0.29772 Ha
**Gap between HOMO and LUMO (spin up / spin down)**: 8.2 / 3.9 eV

***

> total charge of number 2 (C27H55Br2IN3O7P4S2)?

+1

***

> Which value of total charge does entry 1 give?

-1

***

> The lowest total charge belongs to which entry?

C22H13F3N3O8S

***

> The highest total charge belongs to which entry?

C27H55Br2IN3O7P4S2